# 1
# C37H33N6NiP2

A structure of composition C37H33N6NiP2 (ωB97M-V/def2-TZVPD, the Open Molecules 2025 dataset).

Positions of all 79 atoms, in Å:
Ni 0.03 0.24 0.48
C 6.38 0.63 0.40
C 6.01 0.68 -0.94
C 4.68 0.58 -1.30
C 3.70 0.43 -0.32
C 4.07 0.38 1.02
C 5.41 0.48 1.38
P 1.93 0.42 -0.74
C 1.84 -0.41 -2.35
C 2.51 -1.62 -2.56
C 2.35 -2.31 -3.75
C 1.52 -1.80 -4.74
C 0.86 -0.60 -4.54
C 1.01 0.09 -3.35
C 1.34 2.11 -0.87
C 1.83 3.27 -1.45
C 1.15 4.45 -1.19
C 0.04 4.44 -0.35
C -0.44 3.27 0.22
C 0.21 2.06 -0.05
H 7.42 0.71 0.68
H 6.77 0.80 -1.70
H 4.40 0.61 -2.35
H 3.31 0.26 1.78
H 5.69 0.44 2.42
H 3.19 -2.00 -1.80
H 2.88 -3.24 -3.91
H 1.40 -2.34 -5.67
H 0.22 -0.20 -5.32
H 0.50 1.03 -3.19
H 2.72 3.26 -2.07
H 1.49 5.38 -1.62
H -0.47 5.37 -0.14
H -1.31 3.31 0.86
N -2.39 0.98 2.20
P -2.14 0.41 0.62
C -3.16 -1.10 0.57
C -3.10 -1.98 1.66
C -3.81 -3.16 1.63
C -4.59 -3.49 0.53
C -4.65 -2.62 -0.55
C -3.94 -1.43 -0.53
C -3.03 1.54 -0.47
C -2.63 1.59 -1.80
C -3.29 2.41 -2.71
C -4.34 3.20 -2.28
C -4.74 3.17 -0.95
C -4.09 2.34 -0.05
C -1.37 1.08 3.14
C -1.66 1.51 4.43
C -0.63 1.59 5.34
C 0.66 1.25 4.95
C 0.85 0.84 3.65
N -0.14 0.75 2.75
H -3.33 1.05 2.57
H -2.49 -1.73 2.52
H -3.76 -3.84 2.48
H -5.15 -4.41 0.51
H -5.25 -2.87 -1.41
H -4.00 -0.75 -1.38
H -1.79 0.99 -2.13
H -2.97 2.44 -3.74
H -4.85 3.85 -2.97
H -5.56 3.79 -0.61
H -4.42 2.32 0.99
H -2.67 1.78 4.71
H -0.83 1.93 6.35
H 1.50 1.31 5.63
H 1.83 0.56 3.29
N 2.18 -4.34 0.39
C 1.04 -4.83 0.89
N 0.96 -6.14 1.15
N -0.03 -4.10 1.15
C 0.04 -2.81 0.94
N 0.05 -1.67 0.77
H 2.99 -4.92 0.25
H 2.25 -3.36 0.18
H 1.69 -6.78 0.91
H 0.09 -6.50 1.50

Properties
- Largest force on an atom: 0.0085 Eh/bohr
- Multiplicity: 1
- ΔE to the lowest compared entry with this formula, charge and spin: 0.0020 eV
- Kohn-Sham gap (alpha / beta): 8.478 / 8.479 eV
- Lowest unoccupied orbital energy (alpha / beta): -1.87 / -1.87 eV
- Energy: -107463.0497 eV
- Charge: +1

# 2
# C37H34ClF3N2O4PS2SbV

A structure of composition C37H34ClF3N2O4PS2SbV in a non-equilibrium geometry (ωB97M-V/def2-TZVPD, the Open Molecules 2025 dataset).

Positions of all 86 atoms, in Å:
V -0.11 -1.44 -0.34
Cl 5.43 -1.11 4.79
C 4.70 -1.02 3.23
C 5.43 -1.38 2.10
C 4.82 -1.35 0.86
C 3.49 -0.97 0.74
C 2.78 -0.57 1.87
C 3.38 -0.59 3.12
C 2.83 -0.99 -0.60
O 3.46 -0.91 -1.64
O 1.52 -1.09 -0.55
H 6.46 -1.69 2.22
H 5.36 -1.63 -0.03
H 1.75 -0.25 1.78
H 2.84 -0.28 4.00
C -0.88 1.54 2.57
C -1.30 0.19 3.12
C -1.02 0.10 4.61
O -0.56 -0.81 2.36
P -0.77 -2.40 2.63
S -2.66 -2.79 3.01
S 0.11 -3.30 1.01
O 0.22 -2.58 3.87
C 0.70 -3.78 4.53
C 2.13 -4.01 4.09
C -0.18 -5.00 4.29
H -1.44 2.33 3.06
H -1.05 1.61 1.50
H 0.19 1.70 2.76
H -2.36 0.03 2.94
H 0.04 0.27 4.81
H -1.31 -0.87 5.00
H -1.61 0.87 5.13
H 0.68 -3.51 5.59
H 2.17 -4.20 3.02
H 2.54 -4.87 4.62
H 2.75 -3.14 4.31
H -0.18 -5.25 3.23
H -1.20 -4.81 4.61
H 0.21 -5.85 4.84
F 1.15 7.82 -1.01
C 0.92 6.49 -1.05
C 1.98 5.63 -0.85
C 1.73 4.26 -0.88
C 0.45 3.77 -1.14
C -0.59 4.67 -1.33
C -0.37 6.04 -1.29
Sb 0.17 1.63 -1.16
C -1.84 1.71 -1.92
C -2.15 2.22 -3.18
C -3.46 2.26 -3.63
C -4.46 1.81 -2.79
F -5.73 1.85 -3.22
C -4.20 1.35 -1.52
C -2.88 1.30 -1.10
C 1.15 1.31 -3.05
C 0.52 0.56 -4.03
C 1.18 0.23 -5.21
C 2.48 0.66 -5.38
F 3.12 0.35 -6.52
C 3.14 1.40 -4.42
C 2.47 1.72 -3.25
H 2.97 6.02 -0.67
H 2.54 3.58 -0.70
H -1.60 4.31 -1.51
H -1.16 6.75 -1.44
H -1.36 2.58 -3.83
H -3.72 2.64 -4.61
H -5.02 1.04 -0.88
H -2.66 0.94 -0.09
H -0.50 0.24 -3.90
H 0.70 -0.35 -5.99
H 4.16 1.71 -4.59
H 2.99 2.28 -2.49
N -6.46 -2.84 -3.55
C -5.45 -2.64 -3.04
C -4.20 -2.39 -2.41
C -3.03 -2.24 -3.16
C -1.85 -2.00 -2.52
N -1.74 -1.84 -1.18
C -2.87 -2.03 -0.46
C -4.09 -2.31 -1.02
H -3.06 -2.32 -4.24
H -0.92 -1.93 -3.07
H -2.79 -1.95 0.62
H -4.96 -2.46 -0.39

Properties
- Largest force on an atom: 0.1012 Eh/bohr
- Multiplicity: 4
- ΔE to the lowest compared entry with this formula, charge and spin: 2.4144 eV
- Kohn-Sham gap (alpha / beta): 6.306 / 7.236 eV
- Lowest unoccupied orbital energy (alpha / beta): -1.07 / -1.31 eV
- Energy: -133952.7057 eV

# 3
# C37H34NO4S

A cluster of 2 separate species, C37H34NO4S in total in a non-equilibrium geometry (ωB97M-V/def2-TZVPD, the Open Molecules 2025 dataset).

Positions of all 77 atoms, in Å:
C -5.07 -2.77 -1.34
O -4.00 -1.86 -1.41
C -4.36 -0.51 -1.47
C -3.31 0.44 -1.55
C -1.97 0.04 -1.56
C -0.79 -0.31 -1.65
N 0.50 -0.69 -1.83
C 1.19 -0.28 -3.05
C 1.08 1.19 -3.27
C 0.34 1.71 -4.33
C 0.23 3.07 -4.51
C 0.87 3.93 -3.64
C 1.58 3.43 -2.58
C 1.68 2.07 -2.39
S 0.64 -2.37 -1.51
C 2.42 -2.60 -1.57
C 2.95 -3.43 -2.54
C 4.31 -3.65 -2.59
C 5.16 -3.04 -1.68
C 6.62 -3.30 -1.74
C 4.61 -2.20 -0.72
C 3.25 -1.97 -0.67
O 0.24 -2.68 -0.09
O 0.09 -3.10 -2.71
C -3.64 1.79 -1.63
C -4.95 2.20 -1.63
C -5.97 1.28 -1.56
C -5.68 -0.06 -1.47
H -4.66 -3.77 -1.30
H -5.66 -2.58 -0.43
H -5.70 -2.67 -2.22
H 2.25 -0.56 -3.00
H 0.76 -0.84 -3.89
H -0.17 1.03 -4.99
H -0.34 3.47 -5.33
H 0.79 5.00 -3.78
H 2.07 4.10 -1.89
H 2.21 1.66 -1.55
H 2.28 -3.90 -3.24
H 4.73 -4.31 -3.33
H 7.15 -2.76 -0.96
H 6.83 -4.37 -1.60
H 7.03 -3.00 -2.70
H 5.27 -1.73 -0.01
H 2.82 -1.32 0.08
H -2.85 2.51 -1.70
H -5.19 3.25 -1.68
H -7.00 1.61 -1.55
H -6.48 -0.77 -1.41
C -2.27 -2.20 7.08
O -3.07 -1.67 6.05
C -2.36 -0.90 5.16
C -3.02 -0.38 4.03
C -2.37 0.41 3.13
C -1.00 0.73 3.28
C -0.42 1.60 2.34
C 0.88 2.18 2.21
C 1.11 3.03 1.12
C 2.33 3.65 0.94
C 3.36 3.43 1.83
C 3.17 2.59 2.91
C 1.95 1.99 3.11
C -0.33 0.15 4.39
C -0.99 -0.62 5.30
H -2.88 -2.85 7.71
H -1.46 -2.78 6.64
H -1.88 -1.38 7.68
H -4.06 -0.61 3.90
H -2.90 0.79 2.27
H -1.11 1.93 1.58
H 0.32 3.21 0.41
H 2.47 4.34 0.13
H 4.31 3.91 1.68
H 3.98 2.42 3.60
H 1.83 1.40 3.99
H 0.72 0.26 4.51
H -0.46 -1.01 6.15

Properties
- Largest force on an atom: 0.0791 Eh/bohr
- Multiplicity: 1
- ΔE to the lowest compared entry with this formula, charge and spin: 0.0000 eV
- Kohn-Sham gap: 4.619 eV
- Lowest unoccupied orbital energy: -5.37 eV
- Energy: -59425.6802 eV
- Charge: +1

# 4
# C37H35ClLaN2S2Si2

A structure of composition C37H35ClLaN2S2Si2 in a non-equilibrium geometry (ωB97M-V/def2-TZVPD, the Open Molecules 2025 dataset).

Positions of all 80 atoms, in Å:
C 0.76 4.48 0.43
C 0.97 3.74 -0.76
C -0.30 3.47 -1.33
H 1.94 3.56 -1.23
C -1.30 4.00 -0.46
C -0.64 4.63 0.62
H -1.12 5.21 1.41
H 1.53 4.94 1.05
H -0.48 3.04 -2.32
H -2.38 3.99 -0.64
La -0.17 1.88 1.05
Si -1.65 -0.88 -1.89
C -0.50 -2.43 -2.05
C -0.48 -3.56 -1.06
H -1.36 -3.69 -0.41
C 0.13 -4.81 -1.51
H -0.07 -5.68 -0.89
C 0.84 -4.84 -2.69
H 1.28 -5.78 -3.04
C 1.02 -3.68 -3.46
H 1.65 -3.70 -4.36
C 0.30 -2.51 -3.16
H 0.37 -1.67 -3.86
C -3.28 -1.85 -1.83
C -3.39 -2.80 -2.85
H -2.62 -2.86 -3.63
C -4.44 -3.73 -2.89
H -4.47 -4.48 -3.69
C -5.41 -3.70 -1.89
H -6.23 -4.42 -1.90
C -5.34 -2.75 -0.87
H -6.07 -2.74 -0.05
C -4.32 -1.79 -0.88
H -4.34 -1.03 -0.11
H -1.45 -0.22 -3.20
Si 0.73 -2.99 0.41
C -0.39 -1.44 0.59
C -0.43 -0.40 -0.46
H 0.49 -0.14 -1.00
C -1.60 0.46 -0.66
H -1.56 1.34 -1.33
C -2.54 0.51 0.46
H -3.34 1.24 0.39
C -2.50 -0.48 1.42
H -3.29 -0.56 2.18
C -1.48 -1.46 1.45
H -1.54 -2.24 2.21
C 2.33 -2.55 -0.44
C 2.60 -1.23 -0.82
H 2.12 -0.42 -0.27
C 3.47 -0.95 -1.88
H 3.53 0.07 -2.28
C 4.30 -1.96 -2.36
H 5.04 -1.75 -3.14
C 4.20 -3.25 -1.82
H 4.89 -4.03 -2.13
C 3.22 -3.55 -0.87
H 3.09 -4.56 -0.49
H 1.07 -3.74 1.55
Cl 0.58 0.36 3.04
C 3.93 1.46 0.53
C 3.59 2.34 1.67
N 2.37 2.64 2.07
C 2.39 3.36 3.28
C 3.67 3.62 3.74
S 4.88 2.99 2.69
C 1.16 3.81 3.88
C 1.07 4.64 4.98
S -0.56 5.09 5.31
C -1.07 4.09 3.95
N -0.09 3.47 3.31
C -2.51 4.00 3.61
H 4.99 1.63 0.28
H 3.80 0.40 0.82
H 3.29 1.70 -0.33
H 3.87 4.19 4.64
H 1.92 4.99 5.54
H -3.05 4.51 4.42
H -2.73 4.51 2.67
H -2.85 2.95 3.56

Properties
- Largest force on an atom: 0.0972 Eh/bohr
- Multiplicity: 1
- Kohn-Sham gap (alpha / beta): 4.842 / 5.954 eV
- Lowest unoccupied orbital energy (alpha / beta): -3.73 / -3.31 eV
- Energy: -92718.5487 eV
- Charge: +1

Which value of largest force on an atom does entry 1 give?
0.0085 Eh/bohr

Copy entry 3 word for word.
# C37H34NO4S

A cluster of 2 separate species, C37H34NO4S in total in a non-equilibrium geometry (ωB97M-V/def2-TZVPD, the Open Molecules 2025 dataset).

Positions of all 77 atoms, in Å:
C -5.07 -2.77 -1.34
O -4.00 -1.86 -1.41
C -4.36 -0.51 -1.47
C -3.31 0.44 -1.55
C -1.97 0.04 -1.56
C -0.79 -0.31 -1.65
N 0.50 -0.69 -1.83
C 1.19 -0.28 -3.05
C 1.08 1.19 -3.27
C 0.34 1.71 -4.33
C 0.23 3.07 -4.51
C 0.87 3.93 -3.64
C 1.58 3.43 -2.58
C 1.68 2.07 -2.39
S 0.64 -2.37 -1.51
C 2.42 -2.60 -1.57
C 2.95 -3.43 -2.54
C 4.31 -3.65 -2.59
C 5.16 -3.04 -1.68
C 6.62 -3.30 -1.74
C 4.61 -2.20 -0.72
C 3.25 -1.97 -0.67
O 0.24 -2.68 -0.09
O 0.09 -3.10 -2.71
C -3.64 1.79 -1.63
C -4.95 2.20 -1.63
C -5.97 1.28 -1.56
C -5.68 -0.06 -1.47
H -4.66 -3.77 -1.30
H -5.66 -2.58 -0.43
H -5.70 -2.67 -2.22
H 2.25 -0.56 -3.00
H 0.76 -0.84 -3.89
H -0.17 1.03 -4.99
H -0.34 3.47 -5.33
H 0.79 5.00 -3.78
H 2.07 4.10 -1.89
H 2.21 1.66 -1.55
H 2.28 -3.90 -3.24
H 4.73 -4.31 -3.33
H 7.15 -2.76 -0.96
H 6.83 -4.37 -1.60
H 7.03 -3.00 -2.70
H 5.27 -1.73 -0.01
H 2.82 -1.32 0.08
H -2.85 2.51 -1.70
H -5.19 3.25 -1.68
H -7.00 1.61 -1.55
H -6.48 -0.77 -1.41
C -2.27 -2.20 7.08
O -3.07 -1.67 6.05
C -2.36 -0.90 5.16
C -3.02 -0.38 4.03
C -2.37 0.41 3.13
C -1.00 0.73 3.28
C -0.42 1.60 2.34
C 0.88 2.18 2.21
C 1.11 3.03 1.12
C 2.33 3.65 0.94
C 3.36 3.43 1.83
C 3.17 2.59 2.91
C 1.95 1.99 3.11
C -0.33 0.15 4.39
C -0.99 -0.62 5.30
H -2.88 -2.85 7.71
H -1.46 -2.78 6.64
H -1.88 -1.38 7.68
H -4.06 -0.61 3.90
H -2.90 0.79 2.27
H -1.11 1.93 1.58
H 0.32 3.21 0.41
H 2.47 4.34 0.13
H 4.31 3.91 1.68
H 3.98 2.42 3.60
H 1.83 1.40 3.99
H 0.72 0.26 4.51
H -0.46 -1.01 6.15

Properties
- Largest force on an atom: 0.0791 Eh/bohr
- Multiplicity: 1
- ΔE to the lowest compared entry with this formula, charge and spin: 0.0000 eV
- Kohn-Sham gap: 4.619 eV
- Lowest unoccupied orbital energy: -5.37 eV
- Energy: -59425.6802 eV
- Charge: +1

Repeat the second record exactly.
# C37H34ClF3N2O4PS2SbV

A structure of composition C37H34ClF3N2O4PS2SbV in a non-equilibrium geometry (ωB97M-V/def2-TZVPD, the Open Molecules 2025 dataset).

Positions of all 86 atoms, in Å:
V -0.11 -1.44 -0.34
Cl 5.43 -1.11 4.79
C 4.70 -1.02 3.23
C 5.43 -1.38 2.10
C 4.82 -1.35 0.86
C 3.49 -0.97 0.74
C 2.78 -0.57 1.87
C 3.38 -0.59 3.12
C 2.83 -0.99 -0.60
O 3.46 -0.91 -1.64
O 1.52 -1.09 -0.55
H 6.46 -1.69 2.22
H 5.36 -1.63 -0.03
H 1.75 -0.25 1.78
H 2.84 -0.28 4.00
C -0.88 1.54 2.57
C -1.30 0.19 3.12
C -1.02 0.10 4.61
O -0.56 -0.81 2.36
P -0.77 -2.40 2.63
S -2.66 -2.79 3.01
S 0.11 -3.30 1.01
O 0.22 -2.58 3.87
C 0.70 -3.78 4.53
C 2.13 -4.01 4.09
C -0.18 -5.00 4.29
H -1.44 2.33 3.06
H -1.05 1.61 1.50
H 0.19 1.70 2.76
H -2.36 0.03 2.94
H 0.04 0.27 4.81
H -1.31 -0.87 5.00
H -1.61 0.87 5.13
H 0.68 -3.51 5.59
H 2.17 -4.20 3.02
H 2.54 -4.87 4.62
H 2.75 -3.14 4.31
H -0.18 -5.25 3.23
H -1.20 -4.81 4.61
H 0.21 -5.85 4.84
F 1.15 7.82 -1.01
C 0.92 6.49 -1.05
C 1.98 5.63 -0.85
C 1.73 4.26 -0.88
C 0.45 3.77 -1.14
C -0.59 4.67 -1.33
C -0.37 6.04 -1.29
Sb 0.17 1.63 -1.16
C -1.84 1.71 -1.92
C -2.15 2.22 -3.18
C -3.46 2.26 -3.63
C -4.46 1.81 -2.79
F -5.73 1.85 -3.22
C -4.20 1.35 -1.52
C -2.88 1.30 -1.10
C 1.15 1.31 -3.05
C 0.52 0.56 -4.03
C 1.18 0.23 -5.21
C 2.48 0.66 -5.38
F 3.12 0.35 -6.52
C 3.14 1.40 -4.42
C 2.47 1.72 -3.25
H 2.97 6.02 -0.67
H 2.54 3.58 -0.70
H -1.60 4.31 -1.51
H -1.16 6.75 -1.44
H -1.36 2.58 -3.83
H -3.72 2.64 -4.61
H -5.02 1.04 -0.88
H -2.66 0.94 -0.09
H -0.50 0.24 -3.90
H 0.70 -0.35 -5.99
H 4.16 1.71 -4.59
H 2.99 2.28 -2.49
N -6.46 -2.84 -3.55
C -5.45 -2.64 -3.04
C -4.20 -2.39 -2.41
C -3.03 -2.24 -3.16
C -1.85 -2.00 -2.52
N -1.74 -1.84 -1.18
C -2.87 -2.03 -0.46
C -4.09 -2.31 -1.02
H -3.06 -2.32 -4.24
H -0.92 -1.93 -3.07
H -2.79 -1.95 0.62
H -4.96 -2.46 -0.39

Properties
- Largest force on an atom: 0.1012 Eh/bohr
- Multiplicity: 4
- ΔE to the lowest compared entry with this formula, charge and spin: 2.4144 eV
- Kohn-Sham gap (alpha / beta): 6.306 / 7.236 eV
- Lowest unoccupied orbital energy (alpha / beta): -1.07 / -1.31 eV
- Energy: -133952.7057 eV

What is the multiplicity in the second record?
4